Entry 1:
DFT (ωB97M-V/def2-TZVPD) results for the molecule C3H3N2PS at a distorted geometry.

Summary:
Max |F| ... 0.048 Eh/bohr
Frontier orbital gap ... 7.64 eV
Total energy ... -26261.395 eV
LUMO ... -0.907 eV

```
10
Properties=species:S:1:pos:R:3:mulliken_charge:R:1
C 1.156 -1.076 -0.276 -0.692
C 0.043 -1.072 0.535 0.197
C 0.581 1.006 -0.954 0.189
N 1.321 0.056 -1.000 -0.316
N -0.709 0.008 0.519 -0.183
P -2.120 0.538 1.147 -0.013
S -2.248 2.366 0.496 -0.350
H 1.864 -1.875 -0.376 0.401
H -0.174 -1.926 1.163 0.382
H 0.285 1.973 -1.253 0.385
```



Entry 2:
DFT (ωB97M-V/def2-TZVPD) results for a cluster of 13 separate species, C28H82O24 in total at a distorted geometry.

Summary:
Max |F| ... 0.060 Eh/bohr
Frontier orbital gap ... 9.10 eV
Total energy ... -79498.374 eV
LUMO ... -0.357 eV

```
134
Properties=species:S:1:pos:R:3:mulliken_charge:R:1
C 0.548 3.478 -2.531 -1.073
C 1.692 3.930 -1.504 1.645
C 2.736 2.877 -1.112 -1.419
O 2.476 4.891 -2.185 -0.675
H -0.028 4.339 -2.868 0.439
H -0.211 2.824 -2.101 -0.077
H 1.016 2.849 -3.289 0.369
H 1.248 4.432 -0.644 -0.558
H 2.221 1.993 -0.738 -0.194
H 3.430 3.101 -0.301 0.524
H 3.336 2.524 -1.951 0.513
H 3.351 4.790 -1.804 0.393
C -2.977 2.502 -2.739 -0.732
C -4.412 2.086 -2.479 0.471
C -4.678 1.480 -1.089 -0.639
O -5.232 3.173 -2.627 -0.592
H -2.267 1.692 -2.572 -0.102
H -2.611 3.393 -2.228 0.326
H -2.933 2.780 -3.792 0.470
H -4.657 1.272 -3.160 0.043
H -5.729 1.328 -0.840 0.465
H -4.274 2.150 -0.330 -0.157
H -4.122 0.545 -1.015 0.083
H -5.208 3.558 -3.505 0.366
C -0.801 0.108 -5.013 -0.220
C -0.830 -0.920 -6.226 -0.719
O -2.048 -1.582 -6.321 -0.555
O -0.932 -0.461 -3.721 0.407
H -1.605 0.832 -5.139 0.154
H 0.164 0.612 -5.056 0.287
H -0.056 -1.678 -6.113 0.216
H -0.590 -0.425 -7.167 0.397
H -1.905 -2.389 -5.821 0.310
H -0.121 -0.910 -3.471 -0.229
C 0.214 -0.243 4.645 1.275
C 0.221 -1.560 5.425 -0.493
O 0.365 -1.367 6.773 -0.637
O -0.811 0.623 5.199 -0.530
H 0.123 -0.378 3.568 -0.674
H 1.175 0.256 4.771 -0.072
H 1.027 -2.215 5.094 0.094
H -0.694 -2.145 5.328 0.399
H -0.471 -1.300 7.240 0.376
H -0.496 0.948 6.046 0.293
C 0.383 -5.321 -2.112 0.401
C 1.653 -6.144 -1.709 -0.547
O 2.114 -6.865 -2.856 -0.560
O -0.721 -6.127 -2.353 -0.675
H 0.654 -4.767 -3.011 0.039
H 0.056 -4.671 -1.301 0.012
H 1.343 -6.843 -0.933 0.415
H 2.488 -5.549 -1.341 0.177
H 2.570 -7.645 -2.533 0.313
H -1.487 -5.550 -2.391 0.409
C -2.730 -2.904 -2.445 0.532
C -3.756 -1.953 -3.102 0.144
O -5.110 -2.121 -2.700 -0.608
O -2.982 -4.359 -2.811 -0.575
H -2.769 -2.789 -1.362 0.187
H -1.769 -2.545 -2.813 -0.296
H -3.717 -1.888 -4.189 0.189
H -3.516 -0.933 -2.800 -0.201
H -5.188 -1.970 -1.755 0.376
H -3.903 -4.572 -2.645 0.294
C 2.349 3.138 3.061 0.559
C 1.883 4.511 3.436 -0.600
O 0.640 4.432 4.020 -0.455
O 3.036 2.483 4.137 -0.653
H 3.028 3.156 2.208 -0.010
H 1.584 2.530 2.579 -0.155
H 1.745 5.176 2.583 0.173
H 2.615 5.014 4.067 0.481
H 0.687 4.485 4.977 0.265
H 2.506 2.516 4.936 0.266
C -3.606 0.526 3.337 -0.374
C -3.022 1.897 2.969 -0.178
O -1.612 1.840 2.925 -0.109
O -3.715 -0.304 2.152 -0.568
H -4.578 0.662 3.810 0.379
H -3.029 -0.095 4.022 0.057
H -3.014 2.694 3.713 0.463
H -3.474 2.241 2.039 -0.040
H -1.256 1.492 3.746 -0.014
H -2.822 -0.549 1.899 0.445
C -1.504 4.595 0.515 -0.222
C -1.252 5.810 1.416 -0.430
O -1.766 5.430 2.669 -0.630
O -0.646 3.502 0.781 0.867
H -1.282 4.825 -0.527 0.217
H -2.542 4.267 0.479 0.177
H -1.758 6.707 1.058 0.378
H -0.217 6.101 1.595 0.111
H -1.121 4.808 3.012 0.226
H -1.015 3.041 1.538 -0.657
C 0.337 0.125 0.014 1.037
C -0.790 -0.982 0.044 -0.398
O -1.402 -1.136 1.358 -0.222
O 1.532 -0.481 0.589 0.623
H 0.103 0.954 0.683 -0.504
H 0.343 0.591 -0.971 0.475
H -0.599 -1.930 -0.459 -0.395
H -1.573 -0.526 -0.561 -0.399
H -0.883 -1.795 1.826 0.084
H 1.556 -0.239 1.518 -0.374
C 2.571 -1.415 -2.807 0.309
C 3.762 -2.258 -2.302 -0.251
O 4.561 -2.703 -3.429 -0.601
O 1.561 -2.095 -3.536 -0.368
H 3.020 -0.565 -3.319 0.342
H 2.119 -0.806 -2.024 -0.330
H 3.474 -3.092 -1.662 0.036
H 4.390 -1.556 -1.752 0.151
H 3.895 -3.161 -3.947 0.376
H 1.934 -2.198 -4.414 0.305
C 1.656 -4.258 1.435 0.194
C 1.242 -3.557 2.719 -0.165
O -0.120 -3.115 2.545 -0.398
O 0.997 -5.525 1.431 -0.547
H 2.745 -4.293 1.392 0.402
H 1.320 -3.720 0.548 -0.220
H 1.762 -2.613 2.880 -0.194
H 1.428 -4.242 3.546 0.394
H -0.621 -3.842 2.924 0.270
H 0.060 -5.454 1.628 0.318
C 5.001 0.331 1.334 -0.417
C 4.568 -0.461 2.566 -0.598
O 3.302 0.107 2.950 -0.357
O 4.176 0.126 0.236 -0.392
H 5.973 -0.005 0.975 0.463
H 5.131 1.372 1.631 0.205
H 5.199 -0.373 3.450 0.406
H 4.448 -1.525 2.359 0.190
H 3.426 0.965 3.361 0.319
H 3.295 0.148 0.616 0.270
```



Entry 3:
DFT (ωB97M-V/def2-TZVPD) results for a cluster of 2 separate species, C7H12F2NO2S in total at a distorted geometry.

Summary:
Max |F| ... 0.087 Eh/bohr
Frontier orbital gap (spin up / spin down) ... 7.18 / 7.18 eV
Charge ... -1
Total energy ... -29305.805 eV
LUMO (spin up / spin down) ... 3.420 / 3.420 eV

```
25
Properties=species:S:1:pos:R:3:mulliken_charge:R:1
C 0.414 -1.927 1.953 -0.545
C -1.049 -1.867 2.334 -0.605
C -0.671 -1.913 0.898 -0.232
C -0.946 -0.745 -0.025 -0.370
C 0.077 -0.793 -1.125 -0.927
C 0.466 1.717 -1.164 -0.623
C 0.099 0.481 -1.910 1.013
N -0.337 2.434 -0.377 -0.295
O 1.887 3.265 0.513 -0.696
O 2.182 0.823 0.567 -0.612
F 0.967 0.374 -2.958 -0.299
F -1.151 0.668 -2.630 -0.345
S 2.197 2.074 -0.382 0.442
H 0.979 -0.948 2.134 0.125
H 0.972 -2.743 2.246 0.375
H -1.480 -2.788 2.681 0.280
H -1.569 -0.942 2.781 0.228
H -0.798 -2.839 0.351 0.380
H -0.907 0.179 0.649 0.229
H -2.007 -0.709 -0.496 0.199
H 1.027 -0.955 -0.789 0.409
H -0.122 -1.553 -1.975 0.330
H 0.822 2.947 -2.742 0.133
H -1.227 2.637 -0.684 0.189
H 0.175 3.123 0.149 0.216
```



Entry 4:
DFT (ωB97M-V/def2-TZVPD) results for a cluster of 2 separate species, C8H14N4O3 in total at a distorted geometry.

Summary:
Max |F| ... 0.099 Eh/bohr
Frontier orbital gap ... 9.42 eV
Total energy ... -20620.234 eV
LUMO ... 0.031 eV

```
29
Properties=species:S:1:pos:R:3:mulliken_charge:R:1
C 1.906 0.930 -0.141 0.216
C 0.471 1.023 0.365 1.428
C -0.580 0.192 -0.324 0.801
C -0.570 -1.121 0.502 1.600
C 0.366 2.585 0.261 -2.154
C -0.539 0.234 -1.811 -1.540
C 0.503 -2.183 0.280 -1.429
C -1.944 -1.793 0.642 -1.748
N 0.271 0.560 1.727 -0.428
N -0.209 -0.554 1.825 -0.569
N 2.883 1.337 0.673 -0.458
N -2.297 1.106 0.162 0.842
O -2.466 1.133 1.337 -0.488
O 2.283 0.725 -1.259 -0.620
O -2.688 1.784 -0.750 -0.611
H -0.474 2.915 0.706 0.621
H 0.288 2.829 -0.771 0.484
H 1.229 3.241 0.567 0.279
H 0.540 0.355 -2.107 0.298
H -1.098 1.139 -2.105 0.365
H -0.783 -0.620 -2.318 0.446
H 0.611 -2.773 1.264 0.417
H 1.385 -1.661 0.109 0.370
H 0.271 -2.930 -0.481 0.340
H -2.622 -1.630 -0.210 0.263
H -2.437 -1.255 1.554 0.342
H -1.833 -2.835 1.004 0.424
H 2.663 1.710 1.532 0.234
H 3.708 1.789 0.288 0.276
```



Entry 5:
DFT (ωB97M-V/def2-TZVPD) results for a structure of composition C39H33MnN5O4S3.

Summary:
Max |F| ... 0.009 Eh/bohr
Frontier orbital gap (spin up / spin down) ... 7.49 / 7.30 eV
Total energy ... -120445.414 eV
LUMO (spin up / spin down) ... 0.139 / 0.025 eV
2S+1 ... 2

```
85
Properties=species:S:1:pos:R:3:mulliken_charge:R:1
Mn 0.281 0.945 -0.772 -0.527
O 4.379 1.912 -1.717 -0.784
S 3.258 1.051 -2.010 1.391
O 3.565 -0.193 -2.685 -0.741
N 2.316 0.842 -0.733 0.701
C 2.825 0.448 0.487 0.009
C 4.116 0.058 0.782 -0.641
C 4.485 -0.281 2.098 -0.880
C 3.598 -0.220 3.137 -1.040
C 2.272 0.201 2.882 1.030
C 1.301 0.370 3.897 -0.890
C 0.058 0.836 3.583 -1.177
C -0.249 1.097 2.234 -0.310
N 0.612 0.914 1.264 0.407
C 1.885 0.506 1.566 0.395
C 2.094 1.960 -2.997 -0.310
C 0.874 1.384 -3.337 -0.165
C -0.089 2.139 -3.990 -0.676
C 0.183 3.457 -4.329 -0.647
C 1.414 4.015 -4.017 -0.478
C 2.374 3.272 -3.339 -0.486
H 4.862 0.025 -0.001 0.532
H 5.507 -0.587 2.282 0.434
H 3.895 -0.464 4.149 0.426
H 1.569 0.143 4.922 0.443
H -0.700 0.996 4.338 0.529
H -1.232 1.449 1.949 0.613
H 0.679 0.340 -3.131 0.487
H -1.049 1.697 -4.223 0.457
H -0.567 4.049 -4.837 0.430
H 1.626 5.042 -4.285 0.409
H 3.324 3.701 -3.049 0.511
C -4.164 0.114 5.337 -1.411
C -3.951 0.301 3.859 0.987
C -4.464 1.407 3.192 -0.868
C -4.265 1.576 1.826 -0.269
C -3.536 0.635 1.120 -0.321
C -3.028 -0.486 1.769 -0.159
C -3.235 -0.646 3.125 -0.717
S -3.193 0.876 -0.605 0.955
O -3.116 -0.448 -1.173 -0.643
O -4.182 1.801 -1.094 -0.745
N -1.728 1.497 -0.682 -0.164
C -1.433 2.832 -0.552 0.937
C -2.234 3.933 -0.227 -1.161
C -1.617 5.158 -0.083 -0.521
C -0.239 5.292 -0.257 -1.182
C 0.481 4.162 -0.588 -0.396
N -0.104 2.979 -0.746 0.711
H -4.769 0.918 5.754 0.374
H -3.211 0.096 5.870 0.290
H -4.668 -0.832 5.541 0.338
H -5.036 2.143 3.743 0.341
H -4.685 2.425 1.304 0.468
H -2.475 -1.226 1.205 0.351
H -2.837 -1.521 3.628 0.411
H -3.301 3.817 -0.115 0.532
H -2.214 6.025 0.172 0.413
H 0.257 6.244 -0.143 0.437
H 1.553 4.185 -0.744 0.572
N -0.064 -1.011 -1.052 0.779
S 0.886 -2.068 -1.766 0.835
C -0.200 -3.328 -2.418 0.249
C -1.546 -3.035 -2.571 -0.763
C -2.379 -3.999 -3.131 -0.623
C -1.864 -5.220 -3.536 -0.482
C -0.508 -5.492 -3.386 -0.617
C 0.332 -4.547 -2.825 -0.537
C 1.774 -3.014 -0.541 0.379
C 1.103 -3.740 0.436 -0.307
C 1.837 -4.375 1.421 -0.778
C 3.227 -4.282 1.419 -0.468
C 3.883 -3.555 0.440 -0.528
C 3.154 -2.907 -0.552 -0.268
H -0.841 -1.446 -0.559 -0.205
H -1.947 -2.078 -2.258 0.534
H -3.433 -3.783 -3.245 0.456
H -2.518 -5.964 -3.971 0.385
H -0.106 -6.445 -3.703 0.403
H 1.387 -4.757 -2.697 0.450
H 0.021 -3.810 0.421 0.406
H 1.331 -4.944 2.190 0.432
H 3.797 -4.780 2.193 0.404
H 4.962 -3.477 0.450 0.455
H 3.641 -2.304 -1.311 0.395
```



Entry 6:
DFT (ωB97M-V/def2-TZVPD) results for a structure of composition C4H6OS at a distorted geometry.

Summary:
Max |F| ... 0.072 Eh/bohr
Frontier orbital gap (spin up / spin down) ... 7.98 / 8.26 eV
Total energy ... -17123.537 eV
LUMO (spin up / spin down) ... 0.542 / 0.506 eV

```
12
Properties=species:S:1:pos:R:3:mulliken_charge:R:1
C 1.023 0.314 -0.216 -0.312
C 0.003 1.061 0.755 -0.707
C 0.588 -1.095 -0.333 -0.547
C -1.435 -0.849 -0.188 -0.183
O -0.381 -1.429 0.609 -0.319
S -1.716 0.910 -0.029 -0.132
H 1.213 0.868 -1.141 0.332
H 1.978 0.333 0.431 0.222
H -0.031 0.575 1.706 0.388
H 0.319 2.143 0.613 0.358
H 0.453 -1.565 -1.220 0.472
H -2.012 -1.266 -0.988 0.426
```



What is the max |F| in the third record?
0.087 Eh/bohr



What is the total energy in the first record?
-26261.395 eV